No. 1
{
  "formula": "CH4NS",
  "method": "wB97M-V/def2-TZVPD",
  "elements": ["S", "H", "C", "N", "H", "H", "H"],
  "xyz": [[-2.51991, 0.16726, 0.19117], [-3.38350, 0.85629, 0.95229], [1.10073, -0.44136, 0.07226], [1.65454, -0.13453, -1.05959], [1.96455, -0.71700, 0.86997], [0.18103, -0.21686, 0.52608], [1.00257, 0.48620, -1.55217]],
  "mulliken_charge": [-0.880, -0.057, -0.129, -0.538, 0.155, 0.180, 0.270],
  "total_energy_ha": -493.4285,
  "charge": -1,
  "multiplicity": 1,
  "gap_ev": 7.255,
  "homo_ha": -0.0994,
  "relative_energy_kj_mol": 64.7,
  "lumo_energy_ev": 4.6
}


No. 2
{
  "formula": "CH4O",
  "method": "wB97M-V/def2-TZVPD",
  "elements": ["C", "O", "H", "H", "H", "H"],
  "xyz": [[-0.32293, -0.07201, 0.10391], [0.82825, 0.48393, -0.63542], [-1.23963, -0.01490, -0.65359], [-0.62895, 0.59495, 0.83329], [-0.31633, -1.18483, 0.37263], [1.67959, 0.19286, -0.02082]],
  "mulliken_charge": [-0.522, -0.504, 0.181, 0.286, 0.243, 0.316],
  "total_energy_ha": -115.6890,
  "charge": 0,
  "smiles": "CO",
  "multiplicity": 1,
  "gap_ev": 11.538,
  "homo_ha": -0.3892,
  "relative_energy_kj_mol": 72.7,
  "lumo_energy_ev": 0.9
}


No. 3
{
  "formula": "CH4O2",
  "method": "wB97M-V/def2-TZVPD",
  "elements": ["C", "O", "H", "H", "O", "H", "H"],
  "xyz": [[0.13742, -0.54905, -2.50575], [0.91436, -1.47638, -2.44711], [0.45781, 0.49477, -2.42115], [-0.90137, -0.91713, -2.67925], [-0.06256, 1.24263, 3.36173], [0.27497, 0.38601, 2.91898], [-0.82063, 0.81914, 3.77255]],
  "mulliken_charge": [-0.092, -0.383, 0.247, 0.228, -0.643, 0.327, 0.316],
  "total_energy_ha": -190.9323,
  "charge": 0,
  "smiles": "C=O.O",
  "multiplicity": 1,
  "gap_ev": 10.870,
  "homo_ha": -0.3769,
  "relative_energy_kj_mol": 47.5,
  "lumo_energy_ev": 0.6
}


No. 4
{
  "formula": "CH4O2P2",
  "method": "wB97M-V/def2-TZVPD",
  "elements": ["O", "P", "O", "C", "P", "H", "H", "H", "H"],
  "xyz": [[4.18290, -0.27459, -0.52275], [3.21227, 0.39213, 0.28769], [1.97662, -0.73182, 0.18346], [0.64131, -0.63499, 0.40632], [0.07283, 1.18471, 0.09972], [0.07844, -1.45166, -0.29672], [0.36082, -0.99090, 1.48978], [-1.20422, 0.88526, 0.14547], [-0.26895, 1.02366, -1.37290]],
  "mulliken_charge": [-0.401, 0.438, -0.229, -0.270, -0.119, 0.229, 0.240, 0.034, 0.078],
  "total_energy_ha": -873.6487,
  "charge": 0,
  "smiles": "O=POCP",
  "multiplicity": 1,
  "gap_ev": 9.453,
  "homo_ha": -0.3630,
  "relative_energy_kj_mol": 189.9,
  "lumo_energy_ev": -0.4
}


No. 5
{
  "formula": "CH4O2PS",
  "method": "wB97M-V/def2-TZVPD",
  "elements": ["C", "O", "O", "P", "S", "H", "H", "H", "H"],
  "xyz": [[1.33339, -0.73358, 0.74807], [-1.00898, -0.78322, 2.07637], [-0.94207, -1.79994, -0.30270], [-0.35469, -0.93998, 0.74452], [2.09859, -0.58536, -0.86823], [-1.00441, 0.46480, 0.10826], [1.45050, 0.08654, 1.41911], [-1.69678, 0.90097, 0.01628], [2.92822, -1.66712, -0.94852]],
  "mulliken_charge": [-0.424, -0.672, -0.662, 0.671, -0.259, -0.269, 0.226, 0.334, 0.056],
  "total_energy_ha": -930.5357,
  "charge": -1,
  "multiplicity": 1,
  "gap_ev": 7.580,
  "homo_ha": -0.1479,
  "relative_energy_kj_mol": 397.6,
  "lumo_energy_ev": 3.6
}


No. 6
{
  "formula": "CH4O2S",
  "method": "wB97M-V/def2-TZVPD",
  "elements": ["C", "O", "O", "S", "H", "H", "H", "H"],
  "xyz": [[0.30873, -0.12602, -0.94247], [0.30044, -1.37120, -0.30620], [-0.48657, 0.77898, -0.50181], [-0.14992, 2.16790, 2.16333], [0.09742, -0.32577, -2.03226], [1.38507, 0.19190, -0.99630], [-0.37303, -1.35873, 0.38604], [-1.37144, 1.64356, 2.23479]],
  "mulliken_charge": [0.034, -0.473, -0.421, -0.081, 0.229, 0.230, 0.315, 0.167],
  "total_energy_ha": -588.9727,
  "charge": 0,
  "multiplicity": 1,
  "gap_ev": [4.917, 5.007],
  "homo_ha": [-0.3287, -0.3317],
  "relative_energy_kj_mol": 512.6,
  "lumo_energy_ev": [-4.0, -4.0]
}


No. 7
{
  "formula": "CH4O2SSi",
  "method": "wB97M-V/def2-TZVPD",
  "elements": ["O", "S", "O", "C", "Si", "H", "H", "H", "H"],
  "xyz": [[2.91307, -0.54872, 0.11625], [1.53733, -0.50191, -0.22859], [1.01327, -1.54480, -1.10166], [0.45379, 0.46091, 0.52313], [-1.34323, 0.27622, 0.00666], [0.82786, 1.26318, 1.04809], [-1.56667, 0.47442, -1.42285], [-2.18445, 1.26173, 0.71428], [-1.65099, -1.14103, 0.34469]],
  "mulliken_charge": [-0.482, 0.858, -0.487, -0.485, 0.445, 0.469, -0.104, -0.126, -0.088],
  "total_energy_ha": -878.5701,
  "charge": 0,
  "smiles": "O=S(=O)=C[SiH3]",
  "multiplicity": 1,
  "gap_ev": 9.767,
  "homo_ha": -0.3742,
  "relative_energy_kj_mol": 120.0,
  "lumo_energy_ev": -0.4
}


No. 8
{
  "formula": "CH4O4",
  "method": "wB97M-V/def2-TZVPD",
  "elements": ["C", "O", "O", "O", "O", "H", "H", "H", "H"],
  "xyz": [[-0.25399, 0.15693, 0.01958], [1.49638, 0.00060, -0.07108], [-0.64496, -1.06242, -0.23524], [-0.48865, 0.57317, 1.30313], [-0.54941, 1.02468, -0.94328], [1.78406, -0.50194, 0.63272], [-0.54282, -1.43182, -1.07194], [-1.00117, -0.17427, 1.72747], [0.20055, 1.41507, -1.36135]],
  "mulliken_charge": [-0.244, -0.129, -0.194, -0.177, -0.407, 0.319, 0.302, 0.230, 0.300],
  "total_energy_ha": -341.1995,
  "charge": 0,
  "multiplicity": 3,
  "gap_ev": [4.552, 8.157],
  "homo_ha": [-0.1418, -0.4235],
  "relative_energy_kj_mol": 244.4,
  "lumo_energy_ev": [0.7, -3.4]
}


No. 9
{
  "formula": "CH4OS2",
  "method": "wB97M-V/def2-TZVPD",
  "elements": ["C", "O", "H", "H", "S", "S", "H", "H"],
  "xyz": [[1.91083, -0.70828, 0.75830], [1.10272, -1.09841, 1.54943], [2.83501, -0.19317, 1.06208], [1.77427, -0.80462, -0.33380], [-1.43041, 0.79989, 0.35782], [-2.89452, 0.03545, -0.93762], [-1.15453, 1.86262, -0.41174], [-2.14337, 0.10652, -2.04447]],
  "mulliken_charge": [-0.079, -0.359, 0.228, 0.226, -0.163, -0.167, 0.161, 0.152],
  "total_energy_ha": -912.0653,
  "charge": 0,
  "smiles": "C=O.SS",
  "multiplicity": 1,
  "gap_ev": 9.197,
  "homo_ha": -0.3273,
  "relative_energy_kj_mol": 68.8,
  "lumo_energy_ev": 0.3
}


No. 10
{
  "formula": "CH4P2S3",
  "method": "wB97M-V/def2-TZVPD",
  "elements": ["C", "P", "P", "S", "S", "S", "H", "H", "H", "H"],
  "xyz": [[0.35444, 0.90307, 0.76695], [-2.21936, -2.48916, 0.02087], [-2.62294, 0.13384, 0.52760], [-4.27819, 0.75939, -0.19987], [-0.26640, -2.66209, -0.21774], [-1.02181, 1.31190, -0.37552], [1.21718, 0.70260, 0.13328], [0.38540, 0.06806, 1.50867], [0.49087, 1.80076, 1.31626], [-2.56979, -2.33981, -1.30761]],
  "mulliken_charge": [-0.873, 0.089, 0.256, -0.227, -0.255, -0.067, 0.298, 0.330, 0.350, 0.098],
  "total_energy_ha": -1917.7367,
  "charge": 0,
  "multiplicity": 1,
  "gap_ev": [6.025, 6.023],
  "homo_ha": [-0.3169, -0.3168],
  "relative_energy_kj_mol": 180.5,
  "lumo_energy_ev": [-2.6, -2.6]
}


No. 11
{
  "formula": "CH4S",
  "method": "wB97M-V/def2-TZVPD",
  "elements": ["C", "S", "H", "H", "H", "H"],
  "xyz": [[-0.23344, -0.46878, 0.04456], [0.36172, 1.10791, 0.81108], [-0.97884, -0.39804, -0.78025], [0.70386, -0.87654, -0.44668], [-0.54871, -1.21439, 0.77665], [0.69542, 1.84984, -0.40535]],
  "mulliken_charge": [-0.713, -0.211, 0.269, 0.247, 0.274, 0.135],
  "total_energy_ha": -438.6595,
  "charge": 0,
  "smiles": "CS",
  "multiplicity": 1,
  "gap_ev": 9.991,
  "homo_ha": -0.3322,
  "relative_energy_kj_mol": 34.4,
  "lumo_energy_ev": 1.0
}


No. 12
{
  "formula": "CH4S2",
  "method": "wB97M-V/def2-TZVPD",
  "elements": ["C", "S", "S", "H", "H", "H", "H"],
  "xyz": [[-0.50603, -0.36596, 0.35406], [0.90413, 0.50018, 1.03423], [1.31505, 1.88105, -0.57628], [-0.35475, -1.27558, 0.82906], [-0.53675, -0.57358, -0.63845], [-1.54827, 0.09595, 0.59193], [2.26011, 1.12678, -0.96691]],
  "mulliken_charge": [-0.776, -0.074, -0.211, 0.276, 0.364, 0.264, 0.157],
  "total_energy_ha": -836.8448,
  "charge": 0,
  "smiles": "CSS",
  "multiplicity": 1,
  "gap_ev": 9.433,
  "homo_ha": -0.3351,
  "relative_energy_kj_mol": 56.2,
  "lumo_energy_ev": 0.3
}


No. 13
{
  "formula": "CH4S2",
  "method": "wB97M-V/def2-TZVPD",
  "elements": ["C", "S", "S", "H", "H", "H", "H"],
  "xyz": [[0.16007, -0.14074, -0.34724], [2.03260, -0.72666, 0.07282], [-1.24348, -1.26833, -0.02380], [0.09437, 0.73723, 0.21819], [0.21283, 0.14835, -1.34959], [2.08492, 0.19595, 1.02374], [-0.65843, -2.81783, -0.39489]],
  "mulliken_charge": [-0.647, -0.166, -0.034, 0.369, 0.375, 0.135, -0.032],
  "total_energy_ha": -836.6740,
  "charge": 0,
  "multiplicity": 3,
  "gap_ev": [6.268, 6.643],
  "homo_ha": [-0.2126, -0.3539],
  "relative_energy_kj_mol": 253.5,
  "lumo_energy_ev": [0.5, -3.0]
}


No. 14
{
  "formula": "CH4S3Si",
  "method": "wB97M-V/def2-TZVPD",
  "elements": ["C", "Si", "S", "S", "S", "H", "H", "H", "H"],
  "xyz": [[-1.98223, 0.32831, 0.22207], [1.93410, 0.30054, -0.27525], [-2.44914, 1.78849, 0.00972], [-1.61080, -1.22703, 0.49611], [0.30450, -0.57555, -1.29547], [2.98240, -0.65537, -0.38046], [2.24915, 1.45319, -0.99417], [1.35233, 0.32904, 1.08808], [-2.78031, -1.74161, 1.12936]],
  "mulliken_charge": [0.468, 0.532, -0.179, -0.072, -0.420, -0.137, -0.130, -0.135, 0.074],
  "total_energy_ha": -1524.4260,
  "charge": 0,
  "multiplicity": 1,
  "gap_ev": [5.736, 6.869],
  "homo_ha": [-0.2818, -0.3040],
  "relative_energy_kj_mol": 276.1,
  "lumo_energy_ev": [-1.9, -1.4]
}


No. 15
{
  "formula": "CH5BClIO10P",
  "method": "wB97M-V/def2-TZVPD",
  "elements": ["O", "P", "O", "O", "I", "O", "C", "B", "O", "O", "H", "H", "H", "H", "H", "O", "Cl", "O", "O", "O"],
  "xyz": [[2.37872, 0.18975, 3.40125], [1.74205, 0.25435, 2.08844], [1.36000, 1.77159, 1.71513], [2.63296, -0.27538, 0.89819], [1.77387, -0.39724, -0.93007], [0.40697, -0.58852, 1.92790], [-0.81350, -0.07745, 2.52314], [-1.87360, 0.25690, 1.37873], [-2.67183, 1.38596, 1.48350], [-2.05755, -0.63495, 0.35773], [1.17094, 1.87368, 0.77245], [-1.22791, -0.90477, 3.10884], [-0.61158, 0.74594, 3.20762], [-2.27406, 2.17358, 1.10669], [-1.30068, -0.72731, -0.23558], [0.19804, -2.42956, -4.71760], [0.32238, -1.01017, -4.53670], [1.62919, -0.56309, -4.94311], [0.15023, -0.70210, -3.10945], [-0.69975, -0.31683, -5.26889]],
  "mulliken_charge": [-0.659, 0.855, -0.494, -0.597, 0.516, -0.205, -0.404, 0.648, -0.585, -0.553, 0.323, 0.269, 0.303, 0.302, 0.260, -0.634, 1.618, -0.656, -0.665, -0.642],
  "total_energy_ha": -1917.6282,
  "charge": -1,
  "multiplicity": 1,
  "gap_ev": 8.799,
  "homo_ha": -0.2512,
  "relative_energy_kj_mol": 0.0,
  "lumo_energy_ev": 2.0
}


No. 16
{
  "formula": "CH5BN2O4",
  "method": "wB97M-V/def2-TZVPD",
  "elements": ["B", "C", "N", "N", "O", "O", "O", "O", "H", "H", "H", "H", "H"],
  "xyz": [[1.47164, 0.33659, 0.95364], [-1.80153, -0.64443, -0.85184], [-1.41587, 0.25423, -1.72183], [-1.04993, -1.18313, 0.07687], [-2.91955, -1.14667, -0.72139], [0.82114, 0.01987, 2.12700], [2.65260, 1.10609, 0.84669], [1.01382, 0.08665, -0.23181], [-0.38526, 0.56669, -1.65696], [-2.11608, 0.48244, -2.50530], [-0.84832, -0.72824, 0.95608], [1.52968, -0.17564, 2.76051], [3.04767, 1.02555, -0.03166]],
  "mulliken_charge": [0.669, 0.696, -0.337, -0.222, -0.525, -0.572, -0.514, -0.725, 0.357, 0.245, 0.344, 0.290, 0.294],
  "total_energy_ha": -476.4217,
  "charge": 0,
  "multiplicity": 1,
  "gap_ev": [6.830, 6.831],
  "homo_ha": [-0.3650, -0.3651],
  "relative_energy_kj_mol": 270.9,
  "lumo_energy_ev": [-3.1, -3.1]
}


No. 17
{
  "formula": "CH5BO2",
  "method": "wB97M-V/def2-TZVPD",
  "elements": ["C", "B", "O", "H", "H", "H", "O", "H", "H"],
  "xyz": [[-1.25222, -0.20123, 0.16623], [-0.18993, 0.76450, -0.03622], [0.50588, 1.71656, -0.28849], [-2.08980, 0.21064, -0.52327], [-1.67172, -0.27579, 1.20325], [-1.03856, -1.12965, -0.22666], [2.39788, -0.33820, -0.03546], [1.54582, -0.00178, -0.61203], [1.79266, -0.74505, 0.35265]],
  "mulliken_charge": [-0.656, 0.208, -0.468, 0.255, 0.286, 0.344, -0.526, 0.328, 0.229],
  "total_energy_ha": -216.4061,
  "charge": 0,
  "smiles": "CB=O.O",
  "multiplicity": 1,
  "gap_ev": 11.325,
  "homo_ha": -0.4129,
  "relative_energy_kj_mol": 352.9,
  "lumo_energy_ev": 0.1
}


No. 18
{
  "formula": "CH5BO2",
  "method": "wB97M-V/def2-TZVPD",
  "elements": ["C", "B", "O", "O", "H", "H", "H", "H", "H"],
  "xyz": [[-0.74526, 0.10582, -0.86031], [0.33322, -0.21277, 0.23777], [0.40167, 0.58095, 1.45722], [1.41493, -1.15806, 0.14929], [-0.93380, 1.03845, -1.42657], [-1.69142, -0.04020, -0.27572], [-0.54102, -0.70941, -1.63116], [-0.10002, 1.47231, 1.35184], [1.86170, -1.07709, 0.99766]],
  "mulliken_charge": [-0.820, 0.501, -0.615, -0.527, 0.355, 0.271, 0.212, 0.310, 0.313],
  "total_energy_ha": -216.5182,
  "charge": 0,
  "smiles": "CB(O)O",
  "multiplicity": 1,
  "gap_ev": 11.827,
  "homo_ha": -0.4173,
  "relative_energy_kj_mol": 58.6,
  "lumo_energy_ev": 0.5
}


No. 19
{
  "formula": "CH5BO4",
  "method": "wB97M-V/def2-TZVPD",
  "elements": ["O", "B", "O", "C", "O", "O", "H", "H", "H", "H", "H"],
  "xyz": [[1.66099, 0.59816, -0.97892], [0.78733, 0.01436, -0.14527], [1.05580, -0.70333, 0.98711], [-0.84901, 0.34190, -0.28655], [-1.54878, -0.52247, -1.15221], [-1.43401, 0.21288, 1.00938], [2.67075, 0.71234, -0.85038], [1.90478, -0.86965, 1.30605], [-1.04481, 1.28886, -0.68014], [-2.34993, -0.83854, -0.72676], [-0.85310, -0.23451, 1.51769]],
  "mulliken_charge": [-0.530, 0.568, -0.583, 0.203, -0.514, -0.542, 0.312, 0.281, 0.215, 0.299, 0.292],
  "total_energy_ha": -366.9860,
  "charge": 0,
  "smiles": "OB(O)C(O)O",
  "multiplicity": 1,
  "gap_ev": 9.718,
  "homo_ha": -0.3547,
  "relative_energy_kj_mol": 7.6,
  "lumo_energy_ev": 0.1
}


No. 20
{
  "formula": "CH5BOS",
  "method": "wB97M-V/def2-TZVPD",
  "elements": ["B", "C", "O", "S", "H", "H", "H", "H", "H"],
  "xyz": [[-0.36196, 0.57450, -0.43129], [-0.10695, 0.08852, 1.10373], [0.12422, -0.56095, -1.21214], [0.68745, -1.25847, 1.42888], [-1.38176, 1.19720, -0.80267], [-0.15594, 0.87577, 1.95365], [0.52640, 1.30151, -0.28716], [0.19275, -0.35502, -2.08341], [0.47578, -1.86307, 0.33040]],
  "mulliken_charge": [0.260, -0.035, -0.689, -0.078, -0.100, 0.253, -0.037, 0.244, 0.183],
  "total_energy_ha": -539.3129,
  "charge": 0,
  "multiplicity": 1,
  "gap_ev": 8.808,
  "homo_ha": -0.3422,
  "relative_energy_kj_mol": 306.4,
  "lumo_energy_ev": -0.5
}